{
  "formula": "C37H76ClN3O17P4",
  "method": "ωB97M-V/def2-TZVPD",
  "homo_ev": -8.86,
  "total_energy_ha": -4724.6302,
  "orbital_gap_ev": 8.6,
  "elements": ["C", "C", "Cl", "C", "C", "C", "O", "C", "C", "N", "C", "C", "N", "C", "C", "C", "C", "N", "H", "H", "H", "H", "H", "H", "H", "H", "H", "H", "H", "H", "H", "H", "H", "H", "O", "P", "O", "C", "C", "O", "C", "C", "O", "C", "C", "H", "H", "H", "H", "H", "H", "H", "H", "H", "H", "H", "H", "H", "H", "H", "O", "P", "O", "C", "C", "O", "C", "C", "O", "C", "C", "H", "H", "H", "H", "H", "H", "H", "H", "H", "H", "H", "H", "H", "H", "H", "O", "P", "O", "C", "C", "O", "C", "C", "O", "C", "C", "H", "H", "H", "H", "H", "H", "H", "H", "H", "H", "H", "H", "H", "H", "H", "O", "P", "O", "C", "C", "O", "C", "C", "O", "C", "C", "H", "H", "H", "H", "H", "H", "H", "H", "H", "H", "H", "H", "H", "H", "H"],
  "coordinates": [[5.1541, -4.9660, -3.0738], [3.8056, -4.2399, -3.1161], [3.2857, -4.2439, -4.8421], [2.8139, -5.0059, -2.2470], [1.4260, -4.4211, -2.1576], [1.2627, -3.0952, -1.6527], [2.3579, -2.3471, -1.2523], [0.0443, -2.5349, -1.5180], [-1.1380, -3.2137, -1.8659], [-2.3234, -2.5632, -1.6913], [-3.3304, -3.3285, -2.0294], [-3.2246, -4.6495, -2.5347], [-2.0838, -5.2577, -2.7417], [-1.0010, -4.5225, -2.3857], [0.2965, -5.1044, -2.5275], [0.3582, -6.5032, -3.1044], [-0.2609, -7.5641, -2.1802], [-0.0628, -7.2670, -0.7553], [5.0639, -5.9188, -3.5935], [5.9624, -4.3543, -3.4657], [5.3924, -5.2084, -2.0343], [3.9694, -3.2243, -2.7803], [3.2346, -5.0108, -1.2355], [2.8260, -6.0390, -2.5815], [2.6693, -1.8196, -1.9950], [-0.0412, -1.5250, -1.1365], [-4.3294, -2.9176, -1.9149], [-4.1321, -5.1999, -2.7566], [1.3518, -6.7632, -3.4534], [-0.2725, -6.4672, -3.9973], [0.1027, -8.5588, -2.4671], [-1.3343, -7.5690, -2.3547], [0.9082, -7.3959, -0.4907], [-0.5818, -7.9658, -0.2357], [-2.1522, -1.4495, 4.6571], [-2.3956, -2.7124, 3.9353], [-3.9541, -3.1058, 4.0797], [-4.9385, -2.2414, 3.5095], [-4.9480, -2.3004, 1.9909], [-1.7700, -3.8567, 4.8964], [-1.0366, -3.5163, 6.0725], [-1.9417, -3.4196, 7.2847], [-2.0601, -3.5391, 2.5995], [-1.1706, -2.9497, 1.6191], [0.1798, -2.5912, 2.2078], [-4.7784, -1.2162, 3.8552], [-5.8997, -2.5760, 3.8978], [-4.0597, -1.8195, 1.5721], [-5.8217, -1.7824, 1.5936], [-4.9569, -3.3341, 1.6454], [-0.4766, -2.5929, 5.9242], [-0.3042, -4.3114, 6.2219], [-2.8227, -2.8132, 7.0764], [-1.4071, -2.9834, 8.1298], [-2.2961, -4.4100, 7.5751], [-1.6453, -2.0667, 1.1823], [-1.0501, -3.6841, 0.8260], [0.0891, -1.8071, 2.9671], [0.8488, -2.2258, 1.4280], [0.6322, -3.4589, 2.6886], [2.6587, 0.5373, 4.8590], [2.7811, 2.0189, 4.9494], [2.5407, 2.1558, 6.5767], [3.5234, 1.6469, 7.4674], [4.7919, 2.4854, 7.4770], [1.3357, 2.5234, 4.4095], [0.4980, 1.6462, 3.6399], [-0.4401, 0.8437, 4.5178], [3.3399, 3.5716, 4.9409], [4.4409, 3.9259, 4.0820], [4.1588, 3.6095, 2.6263], [3.7523, 0.6071, 7.2147], [3.0707, 1.6555, 8.4590], [5.3513, 2.3606, 6.5447], [5.4455, 2.1836, 8.2963], [4.5544, 3.5437, 7.5811], [1.1049, 0.9945, 3.0108], [-0.0829, 2.2830, 2.9694], [0.0842, 0.3838, 5.3548], [-0.9297, 0.0685, 3.9476], [-1.2073, 1.4943, 4.9420], [5.3458, 3.4114, 4.4172], [4.6051, 4.9946, 4.2118], [4.0533, 2.5301, 2.4680], [4.9738, 3.9604, 1.9932], [3.2295, 4.0787, 2.3036], [-1.6992, 5.7222, 0.1916], [-1.8398, 6.9234, 1.0336], [-3.2251, 7.6578, 0.6621], [-4.4571, 6.9725, 0.8983], [-4.7836, 6.8635, 2.3775], [-0.7924, 7.9884, 0.4042], [0.1036, 7.6188, -0.6414], [-0.5019, 7.8679, -2.0086], [-1.6488, 7.5199, 2.5196], [-1.1262, 6.6587, 3.5580], [0.2202, 6.0696, 3.1929], [-4.4256, 5.9822, 0.4359], [-5.2288, 7.5507, 0.3920], [-4.1155, 6.1554, 2.8752], [-5.8049, 6.5089, 2.5186], [-4.6691, 7.8284, 2.8703], [0.4155, 6.5801, -0.5324], [0.9964, 8.2343, -0.5166], [-1.5112, 7.4633, -2.0763], [0.1109, 7.4152, -2.7896], [-0.5724, 8.9391, -2.2039], [-1.8463, 5.8630, 3.7668], [-1.0434, 7.2679, 4.4556], [0.1413, 5.4030, 2.3284], [0.6219, 5.4876, 4.0236], [0.9272, 6.8580, 2.9315], [0.1767, 0.0677, -5.3759], [0.0667, -0.0026, -6.8444], [-1.2216, 0.8442, -7.3102], [-1.2514, 2.2525, -7.0661], [-0.2903, 3.0147, -7.9614], [-0.4654, -1.5003, -7.1469], [-0.5974, -2.4602, -6.1000], [-1.9778, -2.4315, -5.4750], [0.8953, 0.0461, -8.2303], [2.3305, 0.1988, -8.1827], [2.9977, -0.8908, -7.3655], [-1.0380, 2.4511, -6.0124], [-2.2730, 2.5740, -7.2638], [0.7472, 2.8296, -7.6697], [-0.4679, 4.0878, -7.8869], [-0.4021, 2.7052, -9.0000], [0.1776, -2.3138, -5.3468], [-0.4201, -3.4388, -6.5495], [-2.2943, -1.4176, -5.2279], [-1.9890, -3.0172, -4.5555], [-2.7191, -2.8308, -6.1690], [2.5791, 1.1855, -7.7818], [2.6794, 0.1666, -9.2130], [2.7051, -0.8343, -6.3129], [4.0823, -0.7945, -7.4160], [2.7101, -1.8765, -7.7310]],
  "lowdin_charge": [-0.14, -0.71, 0.62, -0.17, -0.11, -0.25, 0.03, 0.03, -0.23, 0.15, -0.12, -0.10, 0.15, -0.17, -0.11, -0.13, -0.27, 0.01, 0.07, 0.08, 0.08, 0.08, 0.14, 0.10, 0.11, 0.14, 0.11, 0.11, 0.09, 0.12, 0.10, 0.09, 0.07, 0.07, -0.22, 0.48, -0.19, -0.27, -0.08, -0.19, -0.28, -0.07, -0.17, -0.25, -0.05, 0.11, 0.12, 0.06, 0.08, 0.08, 0.10, 0.12, 0.07, 0.08, 0.07, 0.11, 0.11, 0.06, 0.07, 0.09, -0.21, 0.57, -0.22, -0.29, -0.08, -0.21, -0.27, -0.08, -0.20, -0.28, -0.08, 0.11, 0.12, 0.06, 0.08, 0.08, 0.10, 0.11, 0.08, 0.03, 0.08, 0.11, 0.12, 0.08, 0.08, 0.08, -0.22, 0.47, -0.19, -0.27, -0.08, -0.20, -0.29, -0.07, -0.18, -0.25, -0.08, 0.11, 0.12, 0.06, 0.08, 0.08, 0.10, 0.11, 0.07, 0.08, 0.07, 0.11, 0.12, 0.07, 0.08, 0.09, -0.22, 0.47, -0.19, -0.27, -0.08, -0.19, -0.28, -0.05, -0.18, -0.26, -0.08, 0.11, 0.12, 0.06, 0.08, 0.08, 0.10, 0.12, 0.08, 0.05, 0.08, 0.11, 0.12, 0.07, 0.08, 0.08]
}